[1]
# C4H9O3

A cluster of 2 separate species, C4H9O3 in total at a distorted geometry (ωB97M-V with the def2-TZVPD basis set, OMol25).

Each atom is followed by the atoms it is bonded to, with distances in Å.
Positions of all 16 atoms, in Å:
1 O 1.874 -0.956 -1.826  C6 1.399, H12 1.007
2 O -1.267 -0.552 0.086  C7 1.407
3 O 2.869 -0.033 0.024  C6 1.248
4 C -1.787 1.547 1.038  C7 1.549, H9 1.141, H11 1.113, H16 1.114
5 C 1.063 -1.706 0.226  C6 1.466, H8 1.110, H13 1.307, H15 1.054
6 C 2.023 -0.823 -0.442  O1 1.399, O3 1.248, C5 1.466
7 C -1.332 0.813 -0.248  O2 1.407, C4 1.549, H10 1.130, H14 1.174
8 H 1.210 -1.704 1.327  C5 1.110
9 H -1.079 1.324 1.904  C4 1.141
10 H -0.357 1.256 -0.607  C7 1.130
11 H -2.775 1.116 1.316  C4 1.113
12 H 2.429 -0.240 -2.266  O1 1.007
13 H -0.012 -1.050 -0.123  C5 1.307
14 H -2.154 0.995 -1.066  C7 1.174
15 H 1.189 -2.635 -0.257  C5 1.054
16 H -1.893 2.649 0.915  C4 1.114

As for the LUMO energy: 3.826 eV. The gap between HOMO and LUMO comes out at 7.08 eV. As for the spin multiplicity: 1. As for the charge: -1. The HOMO energy is -3.249 eV. Its relative energy (zero: lowest compared OMol25 entry of this formula, charge and spin) is 54.6 kcal per mole.


[2]
# C4H9O3S

A cluster of 2 separate species, C4H9O3S in total at a distorted geometry (ωB97M-V with the def2-TZVPD basis set, OMol25).

Each atom is followed by the atoms it is bonded to, with distances in Å.
Positions of all 17 atoms, in Å:
1 S -2.168 -1.486 -1.735  C7 1.836, H9 1.341
2 O 0.749 1.970 0.243  C6 1.257
3 O -0.984 2.107 2.280  H10 0.970, H16 0.997
4 O 2.434 1.011 -0.873  C6 1.241
5 C 1.099 -0.373 0.526  C6 1.547, C8 1.530, H11 1.084, H14 1.098
6 C 1.475 0.997 -0.086  O2 1.257, O4 1.241, C5 1.547
7 C -0.407 -1.263 -1.268  S1 1.836, C8 1.523, H13 1.083, H17 1.084
8 C -0.335 -0.771 0.172  C5 1.530, C7 1.523, H12 1.087, H15 1.090
9 H -1.988 -1.630 -3.055  S1 1.341
10 H -1.004 3.069 2.401  O3 0.970
11 H 1.814 -1.138 0.247  C5 1.084
12 H -0.985 0.083 0.348  C8 1.087
13 H 0.100 -0.566 -1.924  C7 1.083
14 H 1.132 -0.210 1.612  C5 1.098
15 H -0.696 -1.561 0.830  C8 1.090
16 H -0.267 2.016 1.592  O3 0.997
17 H 0.031 -2.254 -1.310  C7 1.084

As for the LUMO energy: 3.060 eV. The gap between HOMO and LUMO comes out at 7.63 eV. As for the spin multiplicity: 1. As for the charge: -1. The HOMO energy is -4.568 eV. Its relative energy (zero: lowest compared OMol25 entry of this formula, charge and spin) is 1.4 kcal per mole.


[3]
# C4H9O4

A cluster of 2 separate species, C4H9O4 in total at a distorted geometry (ωB97M-V with the def2-TZVPD basis set, OMol25).

Each atom is followed by the atoms it is bonded to, with distances in Å.
Positions of all 17 atoms, in Å:
1 O 0.368 0.566 -1.667  C6 1.414, H16 0.974
2 O -1.788 0.508 -0.078  C5 1.286
3 O -3.257 1.433 2.006  H12 0.996, H15 0.963
4 O -1.256 -0.300 1.962  C5 1.226
5 C -1.114 -0.213 0.747  O2 1.286, O4 1.226, C8 1.556
6 C 1.014 -0.048 -0.569  O1 1.414, C7 1.535, C8 1.565, H10 1.088
7 C 2.418 -0.466 -1.030  C6 1.535, H9 1.097, H13 1.081, H17 1.094
8 C 0.015 -1.057 0.089  C5 1.556, C6 1.565, H11 1.097, H14 1.093
9 H 3.015 0.454 -1.038  C7 1.097
10 H 1.119 0.718 0.196  C6 1.088
11 H 0.540 -1.596 0.887  C8 1.097
12 H -3.051 1.261 1.047  O3 0.996
13 H 2.348 -0.807 -2.054  C7 1.081
14 H -0.199 -1.739 -0.739  C8 1.093
15 H -2.378 1.814 2.109  O3 0.963
16 H -0.508 0.854 -1.356  O1 0.974
17 H 2.715 -1.382 -0.512  C7 1.094

As for the LUMO energy: 3.864 eV. The gap between HOMO and LUMO comes out at 8.52 eV. As for the spin multiplicity: 1. As for the charge: -1. The HOMO energy is -4.654 eV. Its relative energy (zero: lowest compared OMol25 entry of this formula, charge and spin) is 19.4 kcal per mole.


[4]
# C4H9OS

A cluster of 2 separate species, C4H9OS in total at a distorted geometry (ωB97M-V with the def2-TZVPD basis set, OMol25).

Each atom is followed by the atoms it is bonded to, with distances in Å.
Positions of all 15 atoms, in Å:
1 S 2.756 2.354 -1.650  no bonds
2 O -2.223 -1.500 1.848  C3 1.376
3 C -1.369 -0.430 1.716  O2 1.376, C6 1.542, H10 1.089, H13 1.112
4 C 0.816 0.053 -1.483  C5 1.479, H7 1.034, H9 1.060, H14 1.078
5 C 0.413 0.395 -0.102  C4 1.479, C6 1.576, H11 1.107, H15 1.102
6 C -0.697 -0.632 0.343  C3 1.542, C5 1.576, H8 1.104, H12 1.106
7 H 0.246 0.333 -2.300  C4 1.034
8 H -1.591 -0.663 -0.305  C6 1.104
9 H 1.418 -0.811 -1.600  C4 1.060
10 H -0.632 -0.367 2.515  C3 1.089
11 H 0.084 1.442 0.046  C5 1.107
12 H -0.312 -1.666 0.271  C6 1.106
13 H -1.886 0.554 1.692  C3 1.112
14 H 1.733 0.606 -1.609  C4 1.078
15 H 1.245 0.331 0.618  C5 1.102

As for the LUMO energy: 0.262 eV. The gap between HOMO and LUMO comes out at 3.08 eV. As for the spin multiplicity: 1. As for the charge: -1. The HOMO energy is -2.821 eV. Its relative energy (zero: lowest compared OMol25 entry of this formula, charge and spin) is 118.7 kcal per mole.